1.
Entry from the Open Molecules 2025 dataset: a 2-piece molecular cluster, C4H14NO overall at a distorted geometry (the ωB97M-V functional and the def2-TZVPD basis).

Properties
2S+1 = 1
Molecular weight = 92.162 g/mol
HOMO-LUMO gap = 0.442 Eh
Total charge = +1
ΔE to the lowest compared entry with this formula, charge and spin = 0.3521 eV
Highest occupied orbital energy = -15.23 eV
Total energy = -7906.6022 eV

XYZ file:
```
20
Properties=species:S:1:pos:R:3:nbo_charge:R:1
C 0.158 -1.223 0.596 -0.22
C 0.877 -0.341 -0.409 -0.44
C 1.326 0.964 0.190 -0.41
C 2.261 1.744 -0.743 -0.60
N -1.173 -0.635 0.989 -0.69
H 0.763 -1.346 1.485 0.23
H -0.007 -2.223 0.193 0.23
H 0.399 -0.328 -1.380 0.23
H 1.788 -0.923 -0.607 0.24
H 1.883 0.791 1.112 0.22
H 0.462 1.592 0.399 0.18
H 1.866 1.864 -1.745 0.22
H 2.637 2.640 -0.255 0.23
H 3.147 1.104 -0.919 0.21
H -1.887 -0.701 0.253 0.47
H -1.494 -1.006 1.881 0.44
H -1.016 0.374 1.107 0.43
H -4.624 -0.828 -0.230 0.51
H -3.690 -0.712 -1.437 0.50
O -3.678 -0.808 -0.477 -0.98
```



2.
Entry from the Open Molecules 2025 dataset: C39H57GeMgN7O4PSi2Te as an isolated structure at a distorted geometry (the ωB97M-V functional and the def2-TZVPD basis).

Properties
2S+1 = 1
Molecular weight = 999.591 g/mol
HOMO-LUMO gap = 0.270 Eh
Total charge = -1
ΔE to the lowest compared entry with this formula, charge and spin = 1.4275 eV
Highest occupied orbital energy = -5.17 eV
Total energy = -154294.5655 eV

XYZ file:
```
113
Properties=species:S:1:pos:R:3:mulliken_charge:R:1
Mg 0.501 0.105 -0.337 1.07
N 0.951 -0.343 1.758 -0.38
C 2.392 -0.447 1.658 0.92
C 2.748 -1.136 0.326 0.08
O 3.888 -1.518 0.142 -0.80
O 1.761 -1.262 -0.468 -0.24
H 0.674 0.246 2.539 0.01
H 0.560 -1.269 1.908 -0.37
H 2.853 -1.013 2.483 0.42
H 2.839 0.548 1.626 -0.39
N 1.004 -1.876 -6.323 -0.68
C 0.575 -1.314 -5.410 0.56
N -0.028 -0.651 -4.495 -0.67
C 0.147 -0.308 -3.315 0.63
N 0.056 0.150 -2.238 -0.41
O -1.033 1.215 0.342 -0.95
C -0.316 2.176 0.036 1.33
O 0.908 2.061 -0.197 -0.89
C -0.935 3.563 -0.060 -0.57
C 0.074 4.563 -0.572 -1.59
Ge 1.795 4.606 0.483 2.35
C 1.450 6.277 1.571 0.33
C 1.716 7.589 1.202 -0.33
C 1.261 8.654 1.963 -0.74
C 0.503 8.429 3.099 -0.42
C 0.216 7.130 3.477 -0.82
C 0.695 6.076 2.724 -0.50
C 3.354 4.674 -0.749 -0.24
C 4.223 5.754 -0.838 -0.32
C 5.278 5.740 -1.734 -0.69
C 5.487 4.634 -2.539 -0.43
C 4.648 3.536 -2.434 -0.97
C 3.587 3.558 -1.547 -0.18
C 2.328 3.356 1.943 0.38
C 1.436 2.741 2.809 -0.04
C 1.889 2.036 3.913 -0.73
C 3.246 1.930 4.162 -0.56
C 4.148 2.499 3.280 -0.79
C 3.689 3.207 2.182 -0.63
H -1.305 3.843 0.930 0.22
H -1.798 3.496 -0.727 0.45
H -0.347 5.568 -0.555 0.60
H 0.340 4.314 -1.598 0.57
H 2.280 7.792 0.302 0.31
H 1.485 9.668 1.662 0.38
H 0.128 9.260 3.682 0.37
H -0.389 6.938 4.353 0.41
H 0.476 5.064 3.036 0.21
H 4.078 6.612 -0.195 0.24
H 5.938 6.594 -1.803 0.41
H 6.306 4.627 -3.244 0.37
H 4.821 2.662 -3.044 0.47
H 2.932 2.701 -1.464 0.29
H 0.375 2.803 2.605 0.38
H 1.185 1.575 4.594 0.44
H 3.602 1.394 5.032 0.40
H 5.211 2.397 3.459 0.41
H 4.395 3.650 1.490 0.35
C -5.324 -1.744 -2.558 -1.00
N -4.188 -1.474 -3.417 0.16
C -4.251 -0.097 -3.873 -1.06
N -4.327 0.870 -2.788 0.12
C -5.472 0.537 -1.961 -0.94
N -5.441 -0.820 -1.440 0.17
C -4.347 -0.991 -0.500 -1.35
P -2.607 -0.708 -1.203 1.30
C -2.932 -1.747 -2.744 -0.44
C -3.095 0.912 -2.021 -1.19
H -5.235 -2.763 -2.169 0.39
H -6.239 -1.672 -3.161 0.30
H -5.157 0.021 -4.482 0.28
H -3.371 0.121 -4.487 0.43
H -6.372 0.640 -2.583 0.31
H -5.533 1.240 -1.124 0.36
H -4.400 -2.012 -0.105 0.47
H -4.499 -0.290 0.328 0.43
H -2.918 -2.805 -2.460 0.00
H -2.121 -1.571 -3.456 0.19
H -2.278 1.220 -2.680 0.61
H -3.206 1.661 -1.230 0.32
C -1.545 -5.400 -3.421 -0.68
Si -1.516 -6.228 -1.708 0.19
C -3.003 -5.678 -0.638 -0.91
C -1.569 -8.130 -1.937 -1.14
C 0.082 -5.828 -0.787 -0.59
Te 0.587 -3.680 -0.666 0.22
C 1.609 -4.051 1.222 -1.04
Si 0.542 -4.322 2.767 0.55
C 1.715 -4.244 4.285 -1.19
C -0.851 -3.024 3.001 -0.78
C -0.293 -6.045 2.816 -1.01
H -2.488 -5.538 -3.943 0.34
H -0.757 -5.800 -4.051 0.34
H -1.366 -4.333 -3.329 0.01
H -3.944 -5.750 -1.173 0.41
H -2.874 -4.648 -0.319 0.10
H -3.090 -6.289 0.256 0.43
H -2.507 -8.469 -2.364 0.32
H -1.433 -8.646 -0.992 0.30
H -0.773 -8.453 -2.600 0.32
H 0.916 -6.333 -1.269 0.47
H 0.031 -6.211 0.224 -0.06
H 2.267 -3.199 1.350 0.36
H 2.251 -4.914 1.070 0.68
H 2.329 -3.349 4.275 0.33
H 2.388 -5.097 4.292 0.32
H 1.160 -4.258 5.218 0.33
H -0.531 -2.184 3.614 0.34
H -1.713 -3.464 3.496 0.43
H -1.193 -2.636 2.042 -0.09
H 0.410 -6.842 2.588 0.36
H -1.108 -6.107 2.102 0.09
H -0.703 -6.249 3.802 0.37
```



3.
Entry from the Open Molecules 2025 dataset: C2H7N2O2 as an isolated structure at a distorted geometry (the ωB97M-V functional and the def2-TZVPD basis).

Properties
2S+1 = 1
Molecular weight = 91.090 g/mol
HOMO-LUMO gap (spin up / spin down) = 0.367 / 0.367 Eh
Total charge = +1
ΔE to the lowest compared entry with this formula, charge and spin = 8.0745 eV
Highest occupied orbital energy (spin up / spin down) = -15.46 / -15.46 eV
Total energy = -9248.6978 eV

XYZ file:
```
13
Properties=species:S:1:pos:R:3:nbo_charge:R:1
C 1.691 -0.423 -0.325 -0.66
C 1.870 0.681 0.418 -0.09
N -1.858 0.665 -0.301 0.19
N -1.051 -0.315 -0.019 -0.01
O -3.048 0.546 -0.166 -0.31
O -1.660 -1.426 0.397 -0.44
H 2.476 0.481 1.368 0.24
H 2.156 -1.354 0.019 0.26
H 1.649 -0.400 -1.409 0.28
H 0.174 -0.523 -0.311 0.43
H 1.498 1.584 0.170 0.19
H -1.457 1.583 -0.696 0.42
H -2.441 -1.100 0.855 0.50
```



4.
Entry from the Open Molecules 2025 dataset: C17H31F3O2P2Pb as an isolated structure at a distorted geometry (the ωB97M-V functional and the def2-TZVPD basis).

Properties
2S+1 = 1
Molecular weight = 593.575 g/mol
HOMO-LUMO gap = 0.276 Eh
Total charge = 0
ΔE to the lowest compared entry with this formula, charge and spin = 0.0000 eV
Highest occupied orbital energy = -8.02 eV
Total energy = -54202.9201 eV

XYZ file:
```
56
Properties=species:S:1:pos:R:3:nbo_charge:R:1
P 0.238 -1.576 -2.991 0.81
P 0.201 1.507 -2.882 0.80
C -0.111 -0.692 -4.608 -0.70
C 0.436 0.735 -4.579 -0.70
H -1.200 -0.696 -4.759 0.22
H 0.336 -1.271 -5.426 0.22
H 1.511 0.752 -4.808 0.22
H -0.066 1.364 -5.325 0.22
C -1.418 2.313 -3.240 -0.94
H -1.631 3.030 -2.439 0.23
H -2.210 1.556 -3.263 0.23
H -1.385 2.838 -4.203 0.22
C 1.293 2.960 -3.152 -0.94
H 1.036 3.493 -4.076 0.21
H 2.333 2.619 -3.205 0.23
H 1.182 3.636 -2.297 0.23
C -0.857 -3.022 -3.273 -0.94
H -0.679 -3.746 -2.468 0.23
H -0.657 -3.493 -4.244 0.21
H -1.901 -2.689 -3.232 0.23
C 1.837 -2.333 -3.501 -0.94
H 2.620 -1.569 -3.520 0.23
H 1.751 -2.790 -4.494 0.22
H 2.108 -3.103 -2.770 0.23
Pb -0.293 -0.270 4.505 1.35
C 0.736 1.410 1.467 -0.19
C -0.589 1.348 1.291 -0.19
C -1.314 0.482 0.327 -0.47
C -1.741 -0.941 0.794 -0.44
C -0.680 -1.831 1.369 -0.20
C 0.642 -1.756 1.154 -0.19
C 1.328 -0.814 0.222 -0.48
C 1.769 0.580 0.779 -0.44
C 0.385 -2.149 5.489 -1.26
H 1.144 2.088 2.231 0.21
H -1.245 1.927 1.958 0.21
H -0.745 0.396 -0.610 0.24
H -2.254 1.002 0.057 0.21
H -2.551 -0.836 1.534 0.21
H -2.200 -1.458 -0.067 0.23
H -1.051 -2.572 2.099 0.20
H 1.329 -2.376 1.757 0.20
H 0.712 -0.654 -0.681 0.25
H 2.251 -1.314 -0.129 0.21
H 2.620 0.411 1.460 0.21
H 2.183 1.157 -0.077 0.23
H 1.179 -1.875 6.202 0.24
H 0.739 -2.840 4.708 0.22
H -0.521 -2.533 5.989 0.23
F -2.261 2.649 7.259 -0.29
C -1.552 1.900 6.416 0.87
F -1.915 0.562 6.651 -0.35
F -2.002 2.168 5.128 -0.33
C 0.007 2.090 6.494 0.69
O 0.422 3.052 7.101 -0.56
O 0.704 1.176 5.878 -0.83
```



What did the fourth record say?
Entry from the Open Molecules 2025 dataset: C17H31F3O2P2Pb as an isolated structure at a distorted geometry (the ωB97M-V functional and the def2-TZVPD basis).

Properties
2S+1 = 1
Molecular weight = 593.575 g/mol
HOMO-LUMO gap = 0.276 Eh
Total charge = 0
ΔE to the lowest compared entry with this formula, charge and spin = 0.0000 eV
Highest occupied orbital energy = -8.02 eV
Total energy = -54202.9201 eV

XYZ file:
```
56
Properties=species:S:1:pos:R:3:nbo_charge:R:1
P 0.238 -1.576 -2.991 0.81
P 0.201 1.507 -2.882 0.80
C -0.111 -0.692 -4.608 -0.70
C 0.436 0.735 -4.579 -0.70
H -1.200 -0.696 -4.759 0.22
H 0.336 -1.271 -5.426 0.22
H 1.511 0.752 -4.808 0.22
H -0.066 1.364 -5.325 0.22
C -1.418 2.313 -3.240 -0.94
H -1.631 3.030 -2.439 0.23
H -2.210 1.556 -3.263 0.23
H -1.385 2.838 -4.203 0.22
C 1.293 2.960 -3.152 -0.94
H 1.036 3.493 -4.076 0.21
H 2.333 2.619 -3.205 0.23
H 1.182 3.636 -2.297 0.23
C -0.857 -3.022 -3.273 -0.94
H -0.679 -3.746 -2.468 0.23
H -0.657 -3.493 -4.244 0.21
H -1.901 -2.689 -3.232 0.23
C 1.837 -2.333 -3.501 -0.94
H 2.620 -1.569 -3.520 0.23
H 1.751 -2.790 -4.494 0.22
H 2.108 -3.103 -2.770 0.23
Pb -0.293 -0.270 4.505 1.35
C 0.736 1.410 1.467 -0.19
C -0.589 1.348 1.291 -0.19
C -1.314 0.482 0.327 -0.47
C -1.741 -0.941 0.794 -0.44
C -0.680 -1.831 1.369 -0.20
C 0.642 -1.756 1.154 -0.19
C 1.328 -0.814 0.222 -0.48
C 1.769 0.580 0.779 -0.44
C 0.385 -2.149 5.489 -1.26
H 1.144 2.088 2.231 0.21
H -1.245 1.927 1.958 0.21
H -0.745 0.396 -0.610 0.24
H -2.254 1.002 0.057 0.21
H -2.551 -0.836 1.534 0.21
H -2.200 -1.458 -0.067 0.23
H -1.051 -2.572 2.099 0.20
H 1.329 -2.376 1.757 0.20
H 0.712 -0.654 -0.681 0.25
H 2.251 -1.314 -0.129 0.21
H 2.620 0.411 1.460 0.21
H 2.183 1.157 -0.077 0.23
H 1.179 -1.875 6.202 0.24
H 0.739 -2.840 4.708 0.22
H -0.521 -2.533 5.989 0.23
F -2.261 2.649 7.259 -0.29
C -1.552 1.900 6.416 0.87
F -1.915 0.562 6.651 -0.35
F -2.002 2.168 5.128 -0.33
C 0.007 2.090 6.494 0.69
O 0.422 3.052 7.101 -0.56
O 0.704 1.176 5.878 -0.83
```